{
  "formula": "C28H34N4O6",
  "method": "ωB97M-V/def2-TZVPD",
  "lumo_energy_ha": 0.01625,
  "de_lowest_kcal_mol": 114.2,
  "homo_ev": -7.743,
  "gap_ev": 8.2,
  "smiles": "COc1cc(C(=O)N/C(=C\\c2cn(C)c3ccccc23)C(=O)NCCN2CCOCC2)cc(OC)c1OC",
  "species": ["O", "O", "O", "O", "O", "O", "N", "N", "N", "N", "C", "C", "C", "C", "C", "C", "C", "C", "C", "C", "C", "C", "C", "C", "C", "C", "C", "C", "C", "C", "C", "C", "C", "C", "C", "C", "C", "C", "H", "H", "H", "H", "H", "H", "H", "H", "H", "H", "H", "H", "H", "H", "H", "H", "H", "H", "H", "H", "H", "H", "H", "H", "H", "H", "H", "H", "H", "H", "H", "H", "H", "H"],
  "xyz": [[-6.706, 2.166, -0.381], [-0.847, -1.231, 2.747], [1.156, -2.165, -2.790], [-3.332, -2.031, 1.758], [0.512, 1.873, 0.832], [-3.462, -2.883, -0.953], [5.960, -1.154, -0.743], [1.814, -0.357, -1.660], [-3.933, 1.587, -0.630], [-0.281, 1.446, -1.242], [6.634, -2.315, -1.247], [-5.752, 3.193, -0.501], [1.873, 0.591, -0.625], [7.910, 0.146, 0.137], [-1.552, 2.101, -1.046], [-0.073, -1.653, -0.818], [0.643, 1.345, -0.261], [4.310, 0.281, -0.199], [-2.339, -2.372, -0.377], [7.253, 2.244, 1.147], [-1.270, -2.201, -1.251], [0.998, -1.442, -1.823], [-4.447, -3.532, -0.174], [-3.535, -1.036, 2.743], [5.920, 2.018, 0.881], [6.567, -0.089, -0.130], [5.562, 0.836, 0.236], [-4.526, 2.737, -1.293], [-4.925, 0.526, -0.543], [0.281, -0.503, 3.189], [3.032, 0.897, -0.004], [0.096, -1.365, 0.532], [-2.217, -1.958, 0.961], [-2.715, 1.129, -1.269], [-0.960, -1.509, 1.419], [-6.134, 1.038, 0.238], [4.622, -0.930, -0.785], [8.235, 1.321, 0.779], [2.993, 1.707, 0.710], [-3.800, 3.550, -1.322], [0.425, 0.407, 2.601], [7.168, -2.827, -0.442], [-3.250, -0.047, 2.376], [2.600, -0.341, -2.303], [0.066, -0.240, 4.223], [7.551, 3.153, 1.648], [-5.428, 3.520, 0.498], [-5.005, -4.151, -0.877], [-5.252, 0.196, -1.545], [-1.396, -2.480, -2.284], [9.269, 1.536, 1.004], [-2.857, 0.955, -2.352], [-4.605, -1.053, 2.950], [-4.489, -0.326, -0.023], [-0.130, 0.967, -2.115], [-6.918, 0.280, 0.279], [-1.566, 2.457, -0.013], [-5.817, 1.296, 1.260], [-6.253, 4.019, -1.009], [5.169, 2.738, 1.166], [-2.444, 0.175, -0.812], [-1.622, 2.960, -1.721], [1.189, -1.114, 3.157], [-3.998, -4.163, 0.594], [8.672, -0.565, -0.146], [3.972, -1.684, -1.187], [7.355, -2.035, -2.018], [5.905, -2.999, -1.677], [1.058, -1.054, 0.900], [-5.127, -2.819, 0.298], [-4.830, 2.491, -2.326], [-2.981, -1.258, 3.656]],
  "forces_ev_per_angstrom": [[-0.1, 0.0, -0.1], [-0.4, -0.4, -0.3], [-0.1, -0.1, 0.0], [0.5, -0.3, -0.4], [0.1, 0.1, 0.2], [0.3, 0.4, 0.0], [0.0, 0.1, 0.0], [0.5, 0.4, -0.2], [0.0, 0.0, -0.1], [0.0, 0.0, -0.3], [0.3, -0.2, -0.1], [0.3, 0.2, -0.2], [0.5, 0.1, 0.6], [0.1, -0.1, 0.0], [-0.3, 0.0, 0.1], [-0.5, -0.4, 0.2], [-0.1, 0.3, -0.3], [0.3, -0.4, -0.3], [0.2, 0.0, 0.1], [-0.1, 0.2, 0.1], [0.1, 0.1, 0.1], [0.1, -0.2, -0.1], [-0.4, -0.3, 0.1], [-0.2, 0.3, 0.4], [0.0, 0.0, 0.0], [-0.1, 0.5, 0.3], [0.2, -0.3, -0.2], [-0.2, 0.1, 0.2], [-0.3, 0.2, 0.2], [0.3, 0.2, 0.1], [-0.9, -0.1, -0.2], [0.0, -0.1, 0.1], [-0.2, 0.0, 0.0], [0.2, 0.1, 0.2], [0.0, 0.0, 0.0], [0.2, -0.4, 0.0], [-0.3, 0.2, 0.1], [0.1, -0.1, 0.0], [-0.1, 0.1, 0.0], [0.0, 0.1, -0.1], [0.0, -0.1, 0.0], [0.0, 0.0, -0.1], [0.0, 0.0, 0.0], [-0.1, -0.1, 0.0], [0.1, 0.0, 0.0], [0.0, 0.1, 0.0], [0.0, 0.0, -0.1], [0.0, 0.0, 0.1], [0.0, 0.0, 0.0], [0.0, 0.0, -0.1], [0.1, 0.0, 0.0], [0.0, -0.1, 0.0], [0.0, 0.1, 0.0], [0.0, -0.1, 0.0], [0.2, 0.0, 0.1], [0.1, 0.0, 0.1], [-0.1, 0.0, -0.2], [0.0, -0.1, 0.0], [0.1, 0.0, 0.1], [-0.1, 0.1, 0.0], [0.0, 0.1, -0.1], [0.0, 0.0, 0.1], [0.0, 0.0, 0.0], [0.0, 0.0, 0.0], [0.1, -0.1, 0.0], [-0.1, -0.1, -0.1], [0.0, 0.0, 0.0], [0.0, 0.0, 0.0], [0.0, 0.1, 0.1], [0.1, -0.1, 0.0], [0.0, 0.0, 0.0], [-0.1, 0.1, -0.1]]
}